# C18H29ClCoNO2P2

A molecular structure, C18H29ClCoNO2P2 at a distorted geometry (wB97M-V/def2-TZVPD, OMol25).

The expectation value of S² is 6.07. The multiplicity is 5. For the energy above the lowest of the compared OMol25 structures with the same formula, charge and spin, the calculation gives 65.88 kcal/mol. The value obtained for the energy is -93430.0675 eV. The charge is +2. The calculation puts the largest force on an atom at 6.25 eV/A.

Last column: natural (NBO) charge in e.
Atoms and positions in Å:
1 Co 0.000 0.154 0.033  0.730
2 P -1.675 -0.045 -1.309  0.962
3 C -1.038 0.999 -2.646  -0.466
4 C 0.033 1.770 -2.341  0.106
5 N 0.717 1.562 -1.117  -0.564
6 C 1.713 2.291 -0.714  0.273
7 C 2.122 3.402 -1.397  -0.193
8 C 1.509 3.698 -2.630  -0.128
9 C 0.510 2.861 -3.122  -0.140
10 C 2.442 1.792 0.540  -0.760
11 P 2.044 -0.015 0.688  1.063
12 H 0.080 2.999 -4.114  0.251
13 H 2.885 4.067 -0.990  0.258
14 H 1.812 4.600 -3.224  0.269
15 H 3.522 1.953 0.461  0.275
16 H 2.077 2.319 1.443  0.274
17 H 0.450 -0.747 -3.461  0.442
18 H -1.348 0.902 -3.690  0.267
19 H 0.675 -2.443 -2.047  0.465
20 O 1.136 -1.159 -4.015  -0.913
21 H 0.576 -1.752 -4.564  0.482
22 H 0.184 -1.033 -0.303  0.049
23 O 1.119 -2.733 -1.229  -0.915
24 H 0.550 -3.487 -1.138  0.478
25 C 3.227 -0.739 -0.504  -0.934
26 H 4.174 -0.205 -0.423  0.252
27 H 3.358 -1.794 -0.247  0.280
28 H 2.836 -0.645 -1.526  0.265
29 C 2.596 -0.533 2.324  -0.966
30 H 2.535 -1.628 2.352  0.274
31 H 3.628 -0.208 2.516  0.277
32 H 1.921 -0.134 3.091  0.269
33 C -3.166 0.984 -1.041  -0.927
34 H -3.902 0.734 -1.824  0.274
35 H -3.539 0.823 -0.021  0.258
36 H -2.864 2.034 -1.170  0.267
37 C -2.278 -1.683 -1.868  -0.933
38 H -2.563 -2.247 -0.971  0.268
39 H -3.139 -1.539 -2.518  0.266
40 H -1.512 -2.236 -2.418  0.246
41 Cl 0.009 0.908 4.588  0.055
42 C -1.004 -0.334 3.971  -0.023
43 C -1.433 -1.325 4.845  -0.208
44 C -2.249 -2.367 4.373  -0.129
45 C -2.644 -2.383 3.035  -0.223
46 C -2.241 -1.374 2.162  -0.117
47 C -1.382 -0.350 2.599  -0.111
48 C -0.927 0.679 1.625  -0.671
49 H -1.135 -1.295 5.896  0.258
50 H -2.591 -3.146 5.059  0.252
51 H -3.278 -3.179 2.650  0.240
52 H -2.559 -1.382 1.125  0.180
53 H -1.771 1.216 1.169  0.252
54 H -0.202 1.396 2.035  0.246

# C18H29N2O3PPm

A molecular structure, C18H29N2O3PPm (wB97M-V/def2-TZVPD, OMol25).

The expectation value of S² is 6.01. The multiplicity is 5. The value obtained for the energy is -54098.9488 eV. The charge is +1. The calculation puts the largest force on an atom at 0.62 eV/A.

Last column: natural (NBO) charge in e.
Atoms and positions in Å:
1 Pm -0.698 0.085 -2.062  2.071
2 N -1.741 2.256 -3.020  -0.911
3 C -2.560 1.748 -4.151  -0.314
4 C -1.600 0.867 -4.992  0.636
5 O -1.243 1.248 -6.089  -0.589
6 N -1.159 -0.245 -4.344  -0.808
7 C 0.055 -0.805 -4.973  -0.312
8 C 0.903 -0.630 -3.725  0.742
9 O 0.714 -1.501 -2.811  -0.732
10 O 1.168 0.545 -3.302  -0.733
11 H -0.967 2.787 -3.419  0.409
12 H -2.264 2.913 -2.447  0.399
13 H -3.399 1.171 -3.755  0.206
14 H -2.933 2.543 -4.796  0.234
15 H -0.052 -1.859 -5.216  0.228
16 H 0.391 -0.225 -5.828  0.258
17 C -1.788 -2.126 1.762  -0.614
18 C -1.292 -0.761 2.256  -0.298
19 C -2.481 0.194 2.324  -0.613
20 C -0.696 -0.938 3.652  -0.625
21 P -0.048 -0.178 0.979  0.757
22 C 1.371 -1.294 1.161  -0.312
23 C 2.455 -1.077 2.017  -0.159
24 C 3.474 -2.008 2.100  -0.220
25 C 3.427 -3.167 1.340  -0.178
26 C 2.364 -3.387 0.482  -0.190
27 C 1.347 -2.451 0.384  -0.223
28 C 0.530 1.590 1.243  -0.314
29 C 1.832 1.724 0.441  -0.613
30 C -0.509 2.524 0.605  -0.593
31 C 0.740 2.065 2.684  -0.617
32 H -2.578 -2.481 2.425  0.233
33 H -0.994 -2.871 1.765  0.230
34 H -2.207 -2.068 0.749  0.195
35 H -3.261 -0.250 2.944  0.234
36 H -2.918 0.378 1.336  0.197
37 H -2.219 1.151 2.772  0.213
38 H -1.463 -1.353 4.307  0.227
39 H -0.368 0.004 4.085  0.216
40 H 0.145 -1.631 3.645  0.225
41 H 2.511 -0.186 2.624  0.202
42 H 4.309 -1.827 2.763  0.229
43 H 4.227 -3.891 1.409  0.231
44 H 2.326 -4.278 -0.128  0.229
45 H 0.542 -2.626 -0.326  0.212
46 H 1.739 1.326 -0.581  0.203
47 H 2.656 1.197 0.915  0.236
48 H 2.103 2.778 0.359  0.230
49 H -0.642 2.385 -0.483  0.157
50 H -0.163 3.555 0.705  0.240
51 H -1.486 2.461 1.076  0.227
52 H 1.415 1.424 3.244  0.219
53 H -0.196 2.133 3.233  0.216
54 H 1.180 3.062 2.661  0.226

# C18H29N2O6P2V

A molecular structure, C18H29N2O6P2V at a distorted geometry (wB97M-V/def2-TZVPD, OMol25).

The expectation value of S² is 0.79. The multiplicity is 2. For the energy above the lowest of the compared OMol25 structures with the same formula, charge and spin, the calculation gives 32.12 kcal/mol. The value obtained for the energy is -78655.7604 eV. The charge is +1. The calculation puts the largest force on an atom at 3.80 eV/A.

Last column: natural (NBO) charge in e.
Atoms and positions in Å:
1 C 1.881 -3.778 -2.535  -0.268
2 C 1.051 -2.844 -1.892  0.273
3 N 1.578 -1.649 -1.457  -0.616
4 C 2.900 -1.423 -1.537  0.269
5 C 3.757 -2.357 -2.113  -0.282
6 C 3.241 -3.541 -2.628  -0.095
7 C -0.299 -3.198 -1.512  -0.892
8 P -1.376 -1.825 -1.125  0.967
9 V 0.327 -0.285 -0.524  1.191
10 P 2.298 0.709 0.131  0.994
11 C 3.456 -0.109 -1.041  -0.754
12 O 0.345 -4.479 0.696  -0.993
13 O 2.175 -2.969 1.705  -1.006
14 H 1.429 -4.707 -2.873  0.236
15 H 4.814 -2.116 -2.155  0.236
16 H 3.900 -4.276 -3.081  0.239
17 C -2.406 -1.293 -2.523  -0.937
18 C -2.535 -2.514 0.093  -0.933
19 H 4.410 -0.267 -0.510  0.268
20 H 3.618 0.596 -1.878  0.269
21 H 0.053 -4.203 -0.255  0.496
22 H -0.740 -4.064 -2.017  0.256
23 C 2.532 2.480 -0.100  -0.930
24 C 3.016 0.312 1.745  -0.950
25 H 0.430 -1.804 1.804  0.230
26 H 2.014 -3.015 2.661  0.465
27 H 1.510 -3.653 1.334  0.505
28 H 0.545 -5.424 0.643  0.488
29 H 0.448 0.569 -1.708  -0.113
30 H 0.611 -1.329 1.162  -0.173
31 H -3.122 -2.082 -2.793  0.254
32 H -2.939 -0.379 -2.219  0.274
33 H -1.774 -1.042 -3.385  0.255
34 H -3.265 -3.159 -0.421  0.257
35 H -1.955 -3.089 0.831  0.268
36 H -3.043 -1.668 0.580  0.251
37 H 4.065 0.649 1.764  0.254
38 H 2.421 0.857 2.492  0.259
39 H 2.926 -0.772 1.917  0.289
40 H 3.574 2.752 0.113  0.259
41 H 2.258 2.741 -1.130  0.259
42 H 1.842 2.980 0.593  0.273
43 O -1.778 1.260 -0.755  -0.665
44 C -1.408 1.802 0.334  0.769
45 O -0.390 1.413 1.017  -0.728
46 C -2.183 2.962 0.909  -0.085
47 C -1.851 3.458 2.182  -0.181
48 C -2.541 4.539 2.724  -0.178
49 C -3.585 5.137 1.985  0.049
50 C -3.917 4.650 0.705  -0.176
51 C -3.214 3.572 0.178  -0.175
52 N -4.316 6.230 2.532  0.489
53 O -4.001 6.646 3.671  -0.356
54 O -5.243 6.730 1.852  -0.356
55 H -1.050 2.999 2.757  0.237
56 H -2.294 4.934 3.707  0.260
57 H -4.724 5.133 0.158  0.262
58 H -3.474 3.202 -0.809  0.241

# C18H29N5O3

C18H29N5O3 in the gas phase at a distorted geometry (wB97M-V/def2-TZVPD, OMol25).

For the energy above the lowest of the compared OMol25 structures with the same formula, charge and spin, the calculation gives 16.69 kcal/mol. The value obtained for the energy is -32731.2428 eV. The charge is 0. The calculation puts the largest force on an atom at 1.37 eV/A. The SMILES is CCOCCn1c(CN2CCCC[C@@H]2C)nc2c1c(=O)n(C)c(=O)n2C.

Last column: natural (NBO) charge in e.
Atoms and positions in Å:
1 C -3.812 -3.744 1.076  -0.633
2 C -3.218 -3.591 -0.321  -0.072
3 O -1.797 -3.638 -0.310  -0.538
4 C -1.165 -2.415 -0.045  -0.064
5 C -0.922 -1.626 -1.350  -0.243
6 N -0.435 -0.298 -1.092  -0.308
7 C 0.813 0.225 -1.185  0.401
8 C 2.033 -0.519 -1.639  -0.260
9 N 3.063 -0.807 -0.666  -0.446
10 C 2.690 -1.733 0.382  -0.213
11 C 1.999 -1.075 1.581  -0.422
12 C 2.915 0.000 2.155  -0.395
13 C 3.284 0.995 1.058  -0.437
14 C 3.902 0.270 -0.149  -0.030
15 C 4.291 1.275 -1.226  -0.625
16 N 0.839 1.511 -0.864  -0.521
17 C -0.426 1.831 -0.534  0.367
18 C -1.256 0.729 -0.664  -0.100
19 C -2.662 0.796 -0.425  0.659
20 O -3.472 -0.108 -0.537  -0.639
21 N -3.043 2.081 -0.027  -0.452
22 C -4.452 2.306 0.252  -0.417
23 C -2.234 3.199 0.131  0.795
24 O -2.698 4.262 0.483  -0.630
25 N -0.891 3.043 -0.133  -0.410
26 C 0.015 4.162 0.005  -0.413
27 H -3.446 -4.656 1.540  0.210
28 H -3.540 -2.899 1.705  0.205
29 H -4.895 -3.786 1.008  0.213
30 H -3.570 -2.657 -0.772  0.187
31 H -3.524 -4.430 -0.951  0.183
32 H -1.760 -1.797 0.638  0.181
33 H -0.210 -2.652 0.433  0.185
34 H -1.876 -1.537 -1.876  0.233
35 H -0.220 -2.171 -1.982  0.213
36 H 2.490 0.068 -2.439  0.235
37 H 1.726 -1.480 -2.062  0.207
38 H 2.059 -2.513 -0.053  0.193
39 H 3.613 -2.210 0.733  0.194
40 H 1.773 -1.832 2.335  0.211
41 H 1.058 -0.619 1.266  0.191
42 H 2.424 0.516 2.983  0.207
43 H 3.823 -0.470 2.543  0.191
44 H 4.002 1.723 1.440  0.204
45 H 2.396 1.532 0.726  0.227
46 H 4.816 -0.238 0.195  0.186
47 H 4.688 0.766 -2.101  0.210
48 H 3.433 1.879 -1.508  0.220
49 H 5.062 1.936 -0.836  0.217
50 H -4.844 3.070 -0.418  0.214
51 H -4.575 2.648 1.279  0.214
52 H -4.972 1.363 0.098  0.242
53 H 0.606 4.262 -0.905  0.215
54 H 0.687 3.998 0.848  0.206
55 H -0.582 5.056 0.175  0.249

- The highest charge belongs to which entry?
  C18H29ClCoNO2P2

- Which of these has the highest energy?
  C18H29N5O3

- Which of these has the highest energy?
  C18H29N5O3

- Look up the energy of the third one.
  -78655.7604 eV